C28H12BrCrF10N3O4PS4 | ωB97M-V/def2-TZVPD

Maximum force (eV Å⁻¹): 1.51
2S+1: 5
Net charge: -1
LUMO level (alpha / beta) (eV): 1.44 / 1.39

Each line ends with the Mulliken spin population.
Geometry (Å):
1 Cr 0.485 -0.728 -0.511  3.8752
2 F 2.166 -2.611 6.187  0.0001
3 C 1.702 -1.944 5.146  0.0004
4 C 0.794 -0.910 5.339  -0.0006
5 F 0.475 -0.551 6.578  -0.0002
6 C 0.262 -0.263 4.250  0.0015
7 F -0.567 0.754 4.467  0.0016
8 C 0.589 -0.602 2.933  -0.0104
9 P -0.347 0.043 1.515  0.0003
10 C 0.026 1.830 1.514  -0.0364
11 C -0.693 2.651 0.647  0.0341
12 C -0.301 3.964 0.450  -0.0025
13 C 0.813 4.465 1.107  0.0004
14 C 1.528 3.653 1.973  0.0013
15 C 1.146 2.337 2.169  0.0104
16 C -2.098 -0.065 1.986  -0.0054
17 C -2.788 0.989 2.579  -0.0016
18 C -4.095 0.807 2.999  0.0009
19 C -4.722 -0.418 2.826  -0.0008
20 C -4.042 -1.465 2.216  -0.0050
21 C -2.734 -1.291 1.797  0.0184
22 C 1.535 -1.630 2.770  -0.0216
23 Br 2.323 -1.987 1.058  0.0528
24 C 2.094 -2.265 3.862  -0.0126
25 F 3.018 -3.210 3.697  -0.0008
26 H -1.546 2.247 0.114  -0.0005
27 H -0.854 4.593 -0.236  -0.0003
28 H 1.128 5.485 0.933  0.0000
29 H 2.399 4.046 2.481  0.0000
30 H 1.728 1.698 2.822  -0.0015
31 H -2.299 1.944 2.719  0.0009
32 H -4.629 1.627 3.463  0.0001
33 H -5.743 -0.556 3.157  -0.0001
34 H -4.542 -2.413 2.066  -0.0002
35 H -2.200 -2.096 1.303  0.0033
36 S -1.550 0.043 -1.512  0.0327
37 C -1.616 -1.213 -2.721  0.0045
38 C -2.172 -0.955 -3.970  0.0129
39 C -2.117 -1.898 -4.991  0.0038
40 C -2.695 -1.594 -6.258  -0.0009
41 N -3.187 -1.350 -7.270  0.0021
42 C -1.495 -3.138 -4.759  0.0046
43 C -1.013 -3.430 -3.487  0.0082
44 C -1.068 -2.493 -2.460  0.0054
45 S -0.448 -2.877 -0.878  0.0771
46 C -1.312 -4.080 -5.813  -0.0006
47 N -1.136 -4.847 -6.653  0.0006
48 H -2.631 0.006 -4.159  -0.0004
49 H -0.562 -4.393 -3.292  -0.0017
50 F 4.932 -0.601 -0.304  0.0003
51 C 4.834 0.728 -0.250  0.0033
52 F 4.825 1.104 1.031  0.0001
53 F 5.901 1.259 -0.844  0.0005
54 S 3.280 1.313 -1.085  -0.0029
55 O 2.201 0.757 -0.287  -0.0623
56 O 3.396 2.733 -1.127  -0.0004
57 N 3.460 0.602 -2.481  0.0034
58 S 2.208 0.044 -3.249  -0.0110
59 O 2.551 -0.453 -4.534  -0.0020
60 O 1.420 -0.859 -2.417  -0.0057
61 C 1.175 1.573 -3.591  0.0124
62 F 1.933 2.483 -4.200  0.0006
63 F 0.137 1.305 -4.368  0.0016
64 F 0.736 2.100 -2.452  0.0127

Forces on atoms 1 to 2 (eV/Å):
Cr 0.306 0.353 -1.436
F 0.255 -0.068 0.209


C28H15AsF15GeReS5 | ωB97M-V/def2-TZVPD

Maximum force (eV Å⁻¹): 0.25
2S+1: 1
Net charge: +2
LUMO level (alpha / beta) (eV): -8.80 / -8.79

Each line ends with the Löwdin charge.
Geometry (Å):
1 Re -0.058 -1.642 0.240  0.9000
2 C 0.301 -3.948 0.452  -0.2937
3 C 1.452 -3.253 0.914  -0.2727
4 C 1.072 -2.408 2.019  -0.3059
5 C -0.331 -2.618 2.248  -0.3378
6 C -0.822 -3.525 1.241  -0.3082
7 C -2.194 -4.102 1.192  -0.0136
8 C -1.135 -2.097 3.391  -0.0235
9 C 1.992 -1.586 2.861  0.0038
10 C 2.818 -3.384 0.326  0.0143
11 C 0.284 -4.995 -0.603  -0.0181
12 H -2.451 -4.455 0.197  0.0729
13 H -2.947 -3.381 1.507  0.0787
14 H -2.236 -4.952 1.878  0.1213
15 H -1.219 -2.888 4.140  0.1219
16 H -2.146 -1.828 3.086  0.0805
17 H -0.666 -1.238 3.866  0.0792
18 H 2.383 -2.200 3.675  0.1176
19 H 1.478 -0.732 3.301  0.0759
20 H 2.839 -1.213 2.287  0.0889
21 H 3.239 -4.345 0.631  0.1219
22 H 3.488 -2.601 0.671  0.0907
23 H 2.793 -3.370 -0.764  0.0877
24 H 0.501 -5.956 -0.128  0.1243
25 H 1.042 -4.820 -1.364  0.0821
26 H -0.689 -5.073 -1.082  0.0868
27 S -3.574 -2.151 -1.659  0.1588
28 As -2.023 -2.183 -2.979  -0.0603
29 S -2.080 -0.718 0.340  0.2806
30 S -0.012 -2.084 -2.013  0.2806
31 S -1.824 -2.274 -4.958  0.2303
32 F 0.556 3.318 -2.716  0.1277
33 C 1.316 2.228 -2.587  -0.2093
34 C 1.144 1.433 -1.464  -0.1365
35 C 1.974 0.340 -1.387  -0.2304
36 F 1.870 -0.536 -0.301  -0.0868
37 C 2.907 -0.005 -2.338  -0.1484
38 F 3.638 -1.103 -2.203  0.1482
39 C 3.045 0.815 -3.451  -0.1043
40 F 3.924 0.517 -4.379  0.1917
41 C 2.243 1.943 -3.577  -0.1146
42 F 2.368 2.725 -4.627  0.1848
43 Ge -0.167 2.084 -0.169  0.9339
44 S -0.627 0.418 1.410  0.4107
45 C 0.608 3.491 0.881  -0.1473
46 C 1.595 3.191 1.805  -0.2173
47 F 1.970 1.901 1.962  0.0502
48 C 2.215 4.160 2.565  -0.1309
49 F 3.150 3.841 3.445  0.1597
50 C 1.841 5.488 2.383  -0.1075
51 F 2.419 6.429 3.095  0.1871
52 C 0.868 5.825 1.450  -0.1237
53 F 0.529 7.088 1.277  0.1724
54 C 0.268 4.824 0.707  -0.2116
55 F -0.645 5.156 -0.204  0.1205
56 C -1.933 2.287 -0.911  -0.1883
57 C -2.891 3.060 -0.268  -0.2178
58 F -2.580 3.665 0.879  0.1171
59 C -4.176 3.196 -0.762  -0.1214
60 F -5.065 3.939 -0.131  0.1733
61 C -4.532 2.520 -1.922  -0.1048
62 F -5.753 2.623 -2.393  0.1895
63 C -3.606 1.712 -2.573  -0.1401
64 F -3.950 1.032 -3.656  0.1418
65 C -2.331 1.613 -2.058  -0.2534
66 F -1.463 0.801 -2.694  0.0206

Forces on atoms 1 to 2 (eV/Å):
Re -0.225 0.070 0.075
C 0.022 0.003 0.012


C28H15Cl4F2N3O4SV | ωB97M-V/def2-TZVPD

Maximum force (eV Å⁻¹): 1.93
2S+1: 3
Net charge: -1
LUMO level (alpha / beta) (eV): 2.30 / 2.28

Each line ends with the Mulliken spin population.
Geometry (Å):
1 V -0.557 0.101 0.570  2.1516
2 O 3.252 1.203 -0.214  0.0238
3 C 2.224 0.559 -0.212  -0.0089
4 O 1.055 0.947 0.133  -0.0355
5 C 2.207 -0.898 -0.681  0.0262
6 C 3.380 -1.561 -0.995  0.0009
7 C 3.301 -2.887 -1.386  0.0013
8 C 2.055 -3.489 -1.473  0.0002
9 C 0.932 -2.740 -1.157  0.0111
10 N 1.001 -1.470 -0.762  -0.0167
11 H 4.314 -1.022 -0.914  0.0000
12 H 4.198 -3.448 -1.620  0.0001
13 H 1.945 -4.520 -1.778  0.0001
14 H -0.065 -3.163 -1.225  -0.0005
15 F -3.774 4.358 1.805  -0.0001
16 C -2.835 3.462 2.185  -0.0038
17 C -2.399 2.510 1.291  -0.0685
18 C -1.439 1.587 1.697  -0.0817
19 C -0.953 1.635 3.021  -0.0235
20 C -1.418 2.632 3.869  0.0024
21 F -0.964 2.727 5.149  -0.0004
22 C -2.356 3.562 3.479  0.0071
23 C -0.019 0.551 3.405  0.0114
24 C 0.549 0.354 4.667  -0.0145
25 C 1.348 -0.746 4.895  0.0165
26 C 1.572 -1.655 3.875  -0.0030
27 C 0.984 -1.403 2.653  0.0306
28 N 0.223 -0.333 2.414  -0.0424
29 H -2.784 2.509 0.278  0.0067
30 H -2.698 4.331 4.155  0.0006
31 H 0.355 1.065 5.451  0.0002
32 H 1.790 -0.898 5.873  0.0011
33 H 2.187 -2.533 4.012  -0.0004
34 H 1.114 -2.082 1.820  0.0008
35 Cl -4.618 -4.669 -1.827  0.0003
36 C -3.679 -3.217 -1.704  0.0035
37 C -3.437 -2.436 -2.818  -0.0014
38 Cl -4.033 -2.920 -4.372  -0.0003
39 C -2.697 -1.250 -2.701  0.0031
40 Cl -2.373 -0.242 -4.076  0.0004
41 C -2.183 -0.846 -1.477  0.0302
42 O -1.508 0.260 -1.268  0.0353
43 C -2.382 -1.693 -0.349  0.0043
44 O -1.801 -1.296 0.781  -0.0663
45 C -3.146 -2.836 -0.459  -0.0115
46 Cl -3.394 -3.797 0.961  0.0002
47 S -0.610 3.880 -1.514  -0.0010
48 C 0.542 2.955 -2.290  0.0030
49 N 0.265 1.675 -2.690  0.0025
50 C 1.150 0.856 -3.305  -0.0006
51 C 2.402 1.271 -3.615  0.0020
52 C 2.759 2.590 -3.237  -0.0018
53 C 1.868 3.396 -2.606  0.0009
54 H -0.607 1.259 -2.356  0.0047
55 H 0.775 -0.135 -3.524  -0.0010
56 H 3.094 0.607 -4.108  0.0002
57 H 3.760 2.951 -3.438  0.0002
58 H 2.132 4.395 -2.291  0.0001

Forces on atoms 1 to 2 (eV/Å):
V -1.372 0.032 -1.363
O 0.236 -0.053 -0.009


C28H17AsCl4N2O2PdS | ωB97M-V/def2-TZVPD

Maximum force (eV Å⁻¹): 0.77
2S+1: 1
Net charge: -2
LUMO level (eV): 4.32

Each line ends with the Löwdin charge.
Geometry (Å):
1 Pd 1.336 -1.073 0.315  0.2985
2 Cl 4.909 5.742 -0.395  0.5513
3 C 4.507 4.055 -0.181  -0.7466
4 C 5.492 3.148 0.137  -0.7515
5 Cl 7.158 3.651 0.272  0.5471
6 C 5.129 1.796 0.351  -0.6128
7 Cl 6.370 0.611 0.718  0.5932
8 C 3.812 1.325 0.305  -0.3969
9 O 3.517 0.097 0.558  -0.1989
10 C 2.763 2.275 -0.132  -0.4522
11 O 1.580 1.872 -0.332  -0.1697
12 C 3.174 3.611 -0.320  -0.6212
13 Cl 1.926 4.745 -0.793  0.5835
14 C -3.138 4.041 0.331  -0.1169
15 C -2.109 3.735 -0.552  -0.0904
16 C -1.433 2.530 -0.445  -0.1106
17 C -1.787 1.606 0.536  -0.3319
18 C -2.797 1.927 1.437  -0.1029
19 C -3.472 3.139 1.332  -0.1126
20 As -0.812 -0.106 0.542  1.3039
21 C -1.944 -1.047 1.831  -0.3241
22 C -1.777 -1.064 3.208  -0.0990
23 C -2.647 -1.801 4.003  -0.1019
24 C -3.667 -2.540 3.413  -0.1062
25 C -3.817 -2.552 2.034  -0.0414
26 C -2.957 -1.804 1.234  -0.1895
27 C -2.986 -1.731 -0.244  -0.1890
28 C -3.887 -2.386 -1.078  -0.0445
29 C -3.795 -2.233 -2.454  -0.1084
30 C -2.796 -1.438 -3.006  -0.1021
31 C -1.887 -0.791 -2.178  -0.0870
32 C -1.988 -0.925 -0.802  -0.2844
33 H -3.664 4.986 0.253  0.0872
34 H -1.819 4.451 -1.313  0.0970
35 H -0.587 2.318 -1.090  0.0819
36 H -3.066 1.231 2.221  0.0871
37 H -4.260 3.377 2.039  0.0880
38 H -0.957 -0.512 3.653  0.1078
39 H -2.525 -1.810 5.080  0.0913
40 H -4.342 -3.121 4.032  0.0886
41 H -4.599 -3.153 1.582  0.0954
42 H -4.658 -3.022 -0.658  0.0949
43 H -4.501 -2.743 -3.100  0.0882
44 H -2.721 -1.333 -4.083  0.0913
45 H -1.088 -0.194 -2.601  0.1062
46 S 2.105 -3.203 1.363  0.4485
47 C 2.575 -2.586 -0.176  -1.0245
48 N 3.911 -2.169 -0.417  0.0284
49 C 4.485 -2.356 -1.602  -0.1188
50 C 3.802 -2.915 -2.648  -0.1031
51 C 2.400 -3.047 -2.453  -0.1926
52 N 1.810 -2.907 -1.309  0.0084
53 H 4.192 -1.359 0.183  0.0818
54 H 5.508 -2.008 -1.686  0.1187
55 H 4.268 -3.103 -3.603  0.0696
56 H 1.754 -3.236 -3.310  0.0942

Forces on atoms 1 to 2 (eV/Å):
Pd 0.403 0.572 0.330
Cl -0.049 -0.037 -0.025


Number 1: total energy -8090.81083 hartree. Number 2: total energy -8955.29950 hartree. Number 3: total energy -4924.18634 hartree. Number 4: total energy -5939.85558 hartree.